136
Properties=species:S:1:pos:R:3:mulliken_charge:R:1 method="wB97M-V/def2-TZVPD" gap_ha=0.2520 charge=+2 homo_energy_ev=-12.428
H 1.9901 4.6899 8.7835 0.281
C -2.5898 -2.9723 -5.2713 -0.619
H 0.1073 5.0290 -3.9627 0.433
O -2.3455 0.6430 4.4194 -0.388
C 3.8195 -3.6568 -3.9992 -0.814
H -1.2066 -9.5880 0.8511 0.275
H -3.7684 1.3810 -7.2280 0.347
H -3.6347 -5.4378 2.1304 0.356
O -0.5709 -2.6605 -0.7959 0.355
H 3.2927 -4.5320 -3.6393 0.372
H -4.8630 1.2303 -5.9480 0.324
C 2.7513 -0.4962 4.1877 -0.728
H -1.6835 5.1914 6.0374 0.429
C 3.8255 -1.6325 1.1027 -0.639
O -1.2851 -7.4477 0.8961 -0.314
N -1.9449 -4.7102 1.2811 -0.097
O -0.4041 1.1792 -0.3717 -0.340
C -2.7604 3.0247 4.6637 -0.852
H -1.7002 -0.7084 3.0367 0.012
H -3.3166 -6.0157 0.4307 0.300
H 5.9062 -3.7149 -2.3434 0.488
H -3.1920 -2.5008 -2.3331 0.314
O 0.5760 4.2601 3.2943 -0.471
H -3.0782 -0.1255 -2.5448 0.349
H 0.0299 -4.6723 -0.3836 0.506
H -1.2813 2.3163 5.8304 0.181
H -2.8514 3.0992 -6.8295 0.442
O 4.0686 -2.8311 -2.8732 -0.102
H -1.7114 -0.7348 -1.6530 -0.605
H 1.7556 4.9727 -0.3456 0.425
C -0.4938 5.2035 -1.9192 -0.614
C -1.5629 -2.4767 0.2301 -0.150
H -1.0506 -5.1363 0.9742 0.244
C 1.9612 4.1833 3.7009 -0.130
H 2.2660 4.9570 4.4352 0.301
H -1.5655 -2.7264 -3.1074 0.530
H 2.7785 2.7457 -3.4516 0.223
O -2.8770 1.6665 -5.3153 -0.305
H -2.8232 -4.0134 -0.5440 0.283
H 1.4503 6.2541 8.2123 0.324
H -1.4187 4.6710 -5.7102 0.489
H -2.1987 -1.6807 -0.1469 0.579
H 1.2496 0.5621 0.8259 0.364
H 2.5741 3.2255 1.7811 -0.118
H -1.5399 -2.6558 -5.5872 0.177
N 3.9128 -2.6331 0.0630 -0.064
H 4.8100 -4.0038 -4.3831 0.339
H 3.7682 -0.6054 0.7044 0.222
H 3.9167 3.8180 2.8052 0.427
O 2.2217 -0.7972 2.8792 -0.134
H 3.6234 0.1926 4.1381 0.281
C -2.4679 -2.1196 -3.0879 -0.592
H 5.5316 -1.7204 -0.9424 0.344
H 4.4393 -4.4363 -1.6651 0.382
C 0.0716 -0.7188 -3.8372 0.077
H 0.6540 -0.6868 -0.2990 -0.190
H 0.4368 3.2510 7.0599 0.281
C -2.8142 3.0415 -5.7009 -0.851
C -2.5561 1.7941 3.6850 -0.089
C 1.0581 4.1632 -0.3833 -1.098
Ag -1.4878 1.4086 1.3930 -0.217
C 4.9139 -3.4995 -1.9615 -0.815
H -1.3384 5.9996 -3.6007 0.412
H 1.1805 -3.2469 0.0315 0.055
H 2.9137 -2.7594 2.7414 0.508
H 1.7799 -2.2272 1.5322 -0.538
H -0.4091 -8.8142 2.1847 0.356
C 2.8935 4.0401 2.4424 -0.784
H -2.4809 -1.4052 4.3475 0.408
C -3.8260 0.9786 -6.1926 -0.624
H 4.7798 -1.5875 1.6337 0.512
H 5.8692 -3.2750 -0.0924 0.384
H 2.9879 1.7269 -4.9229 0.378
C -0.6102 -8.7153 1.1385 -0.800
H -2.5193 3.9744 -3.3330 0.270
C -0.7881 5.0627 -3.3673 -0.679
H -2.9237 -7.8205 2.0925 0.458
H 0.8881 -3.8009 -1.5814 0.063
C 2.8366 1.7133 -3.8473 -0.956
C 1.1266 5.4248 8.7939 -0.733
C -2.8801 -5.7888 1.4346 -0.595
Hg -0.6525 2.0806 -2.4206 1.930
H -3.6575 2.7989 5.2277 0.483
H 0.3383 4.3675 0.3752 0.529
H -1.5441 -6.9052 2.9365 0.324
H 3.2320 -3.0431 -4.7153 0.142
C -2.1596 -7.0650 1.9395 -0.597
C 2.6856 -1.9203 2.1081 -0.066
H -0.1545 -1.5813 -4.4817 0.000
H -3.4807 1.7513 3.0513 0.485
O -3.0494 -1.9329 -4.3672 -0.381
C 0.0137 4.2796 6.9976 0.039
H -3.4431 -0.4806 3.0878 0.401
H -3.6500 3.6263 -5.3506 0.395
H 0.6365 4.9198 6.3235 0.002
H 0.9058 5.6894 9.8119 0.277
C -1.4177 4.2346 6.4107 -1.082
H 2.0772 3.2538 4.2557 0.237
H 3.5332 1.0533 -3.3454 0.231
N -1.1693 0.0482 -3.5427 0.614
H -0.6466 3.1545 -5.3670 0.204
H -2.0797 4.1486 7.2931 0.494
C -2.4676 -3.6676 0.4641 -1.423
H -2.5715 -3.9275 -4.7626 0.375
H 0.8174 0.5182 -5.5375 0.399
H 3.1333 -2.5276 -0.5534 0.042
H 2.8767 4.9780 1.8865 0.297
H 0.3257 -8.7473 0.6427 0.260
H 1.6946 0.8232 -0.8385 0.205
C 5.1354 -2.7219 -0.7016 -0.600
C -1.5739 3.7113 -5.1942 -0.559
O 1.5125 1.1358 -3.6084 -0.180
H 2.9025 -1.3142 4.8669 0.344
H -3.4046 -3.3355 0.9489 0.508
H -3.6509 -0.1100 -6.0811 0.075
C -2.1112 -0.6919 -2.6421 -0.059
C 1.0974 0.1087 -4.5601 -1.029
H -1.6835 0.2431 -4.3792 0.186
N -1.4912 3.2222 5.3978 0.002
H -1.1511 -2.1787 1.2101 -0.047
H -1.4599 5.1321 -1.3429 0.307
H 1.5816 3.2333 -0.2389 0.095
N -1.5462 3.8555 -3.6860 -0.238
H 0.4352 -1.2770 -2.9643 0.037
H 1.9278 0.0466 4.6588 0.155
O 0.3739 4.1570 -1.6011 -0.242
C 0.4092 -3.6559 -0.6043 -0.851
O -0.0742 4.8518 8.2820 -0.371
H -1.5744 2.0494 3.2207 0.008
H 1.9804 -0.5295 -4.7548 0.395
C 0.8967 0.3964 -0.2174 -0.313
C -2.5646 -0.5622 3.6974 -0.557
H 0.0029 3.8160 3.9640 0.247
H -3.0057 3.9294 4.0659 0.372
H -0.0788 6.1709 -1.8190 0.412
H -3.2078 -2.8964 -6.1498 0.276

***

12
Properties=species:S:1:pos:R:3:mulliken_spin:R:1 method="wB97M-V/def2-TZVPD" spin_multiplicity=2 gap_ha="0.1380 / 0.3290" charge=+1 e_above_lowest_kcal_mol=0.0 homo_energy_ev="-9.129 / -14.322"
H -1.5612 1.5354 0.9258 0.011
Ca 2.1729 2.1200 -1.0212 1.131
O 4.0577 -1.9145 0.0913 0.003
C -2.2126 -0.5769 -0.5289 0.003
H -1.9390 -1.9755 1.1080 0.000
C 3.4068 -0.9716 -0.0030 -0.020
O 0.2902 1.8760 0.1385 -0.097
O -3.0869 -0.4463 -1.3255 0.001
C -2.2464 -0.9589 0.8289 0.000
O 2.7380 -0.0215 -0.0988 -0.021
C -0.7320 1.2404 0.2645 -0.008
O -0.8875 0.0933 -0.3798 -0.002

***

61
Properties=species:S:1:pos:R:3:mulliken_charge:R:1 method="wB97M-V/def2-TZVPD" gap_ha="0.2256 / 0.2255" charge=+2 e_above_lowest_kcal_mol=7.3 homo_energy_ev="-14.167 / -14.167"
H 3.5199 1.7717 -1.1901 0.474
C -1.5581 0.5149 -2.9277 0.121
H -3.7336 2.7307 3.0468 0.475
N 1.2455 0.9671 0.9944 0.605
C -2.1794 2.6502 -3.8240 -0.210
H -2.4113 3.2923 -4.6630 0.548
C 2.6563 1.4334 -0.6464 -1.544
N 0.2181 -0.7956 2.4022 0.409
H 1.2403 0.6661 -2.1922 0.604
H 1.8056 -0.0738 4.9866 0.307
N -1.5944 0.9608 -1.6628 0.288
C -0.6149 -2.6154 1.5470 -0.069
C 0.4850 -1.7946 3.2527 0.397
C 2.0710 3.1111 4.3974 -0.508
C -0.0379 -2.9723 2.7531 -1.544
N -1.6823 0.9974 1.1841 -0.042
C 2.4547 1.4702 0.7246 0.131
N 0.7454 -2.1087 -1.3213 -0.766
C 1.4967 0.8831 -1.1683 -0.142
H -2.3968 4.1593 -2.3066 0.491
H 2.1990 -4.7737 -2.6117 0.411
N -0.8980 1.3768 2.2095 0.567
C 2.3006 -3.7266 -2.3243 -0.575
N 1.2589 1.3570 3.4771 0.085
C -2.9093 2.2076 2.5959 -1.399
H 2.3175 4.1544 4.5114 0.500
N -0.5846 -1.7578 -1.2635 0.962
H -1.8232 2.6428 -0.4762 0.336
N -0.4613 -1.3015 1.3441 0.126
H 2.8751 2.0666 6.2100 0.453
C 3.0067 -2.9321 -3.4262 -1.024
N -1.7166 0.1756 -6.3353 -0.397
N -2.7164 -2.4560 -2.0105 -0.288
H -0.0023 -3.9473 3.2047 0.470
N 0.6590 0.6166 -0.1640 0.315
H -1.1287 -3.2323 0.8301 0.519
H -3.2623 -3.1589 -2.4820 0.252
C -2.1775 3.1243 -2.5254 -0.997
H 3.1556 -1.8983 -3.1162 0.255
B 0.5121 0.7367 2.3507 0.770
H 2.4318 -2.9409 -4.3528 0.344
H -1.1440 2.5212 3.9490 0.509
C -1.8730 2.2670 -1.4852 0.042
C -1.8472 1.3140 -4.0216 0.087
N 1.4171 2.7073 3.3295 -1.037
C 0.9505 -3.1594 -2.0277 0.202
H 1.0267 -1.6295 4.1638 0.366
H 3.9807 -3.3706 -3.6331 0.373
Co -0.9998 -0.2114 -0.1139 -1.169
S -0.5112 -3.8547 -2.6858 -0.109
H 2.8774 -3.6997 -1.3993 0.258
C 2.3559 2.0395 5.2685 -0.745
H 3.0752 1.8437 1.5208 0.517
C 1.8217 0.9452 4.6498 -0.016
C -1.6096 2.1111 3.0683 0.103
H -3.2260 -1.8304 -1.4101 0.130
C -1.3800 -2.5881 -1.9154 0.064
H -1.2691 -0.5069 -3.0944 0.561
C -1.7811 0.7114 -5.3226 -0.324
C -2.9106 1.4912 1.4097 -0.065
H -3.7197 1.3178 0.7175 0.546

***

97
Properties=species:S:1:pos:R:3:mulliken_spin:R:1 method="wB97M-V/def2-TZVPD" spin_multiplicity=4 gap_ha="0.2621 / 0.2558" charge=+2 e_above_lowest_kcal_mol=37.8 homo_energy_ev="-12.315 / -12.295"
C -3.6225 -2.1043 0.2489 -0.001
H 2.1146 2.4803 2.8367 0.000
H 0.2119 -2.2825 -0.9496 0.007
H 2.7270 0.8483 2.5943 0.001
N 1.1376 -1.1811 -3.5234 0.009
H 4.2213 2.1802 0.1977 0.000
C -2.6593 0.1025 0.4700 -0.031
H 5.1336 0.9576 -2.9826 0.000
C -1.7928 2.6218 -3.6754 0.003
H -2.7532 2.8112 -6.9027 0.000
C -2.8325 2.6401 -5.8419 0.000
C 2.0835 1.4640 3.2176 0.001
H 3.0069 -2.7956 -0.9890 0.000
H 0.3117 -0.6091 5.2471 -0.001
H 3.6897 -0.6111 -4.2665 0.000
H 0.1047 -4.5177 0.9995 0.000
C 0.2444 -0.8541 4.1938 0.004
H 1.3477 -1.5238 -4.4461 -0.001
C -3.6608 -0.9776 2.3663 0.004
H -1.7355 1.4986 4.4943 0.001
I -0.1246 3.2880 -2.5295 -0.002
H -3.8869 -2.9512 -0.3659 0.000
H -3.9126 3.0844 0.7726 0.000
H -1.0685 -2.0166 0.0614 -0.007
H -4.5148 1.2256 -0.1577 0.000
C 0.6943 -2.4369 1.0256 -0.006
C -2.9538 -1.0265 -0.3005 0.025
H 5.2877 -5.2738 3.0136 0.000
C -0.5415 4.7054 1.6887 0.000
H -0.6753 -1.4129 4.0430 0.001
C -0.5611 3.5314 0.9575 0.010
C -1.7259 5.2896 2.1032 0.000
H -6.2276 1.6944 -4.0028 0.000
H 5.0853 -6.7605 1.1875 0.000
N 4.6014 -6.0461 0.6687 0.000
H -6.4735 1.3027 -1.5700 0.000
H 3.8445 -2.9616 1.0670 0.000
H -3.8592 5.1531 2.0782 0.000
H -0.7962 3.1916 -5.4718 0.000
H 0.1562 -1.0757 -3.3050 0.003
H -2.8193 0.9972 2.4050 -0.002
N 1.5397 0.3697 -1.8779 -0.053
C -3.1005 1.7491 -1.6731 -0.007
H 1.8354 -5.5217 -0.2566 0.000
C 3.1112 -3.8352 -0.6673 0.002
N -0.0698 -1.8350 -0.0762 -0.029
C 1.7281 -4.4402 -0.3707 -0.001
H 5.4884 2.2032 -1.0586 0.000
C -2.9328 4.6957 1.7706 0.000
C -0.9010 2.0128 4.0314 0.002
H 4.1534 3.3920 -1.0970 0.000
P -1.7473 1.4261 -0.4255 -0.057
H -3.9334 -0.9639 3.4105 0.000
C 2.3325 1.2776 -1.2628 0.019
N 3.9900 -3.8018 0.4862 0.000
H -4.9217 2.2550 -5.8547 0.000
C -1.7716 2.9277 0.6196 -0.038
H 0.3731 3.0832 0.6574 0.001
C 1.9806 -0.2884 -2.9545 0.015
C -3.0231 0.1216 1.8087 0.013
H 2.4947 1.4659 4.2228 0.000
H -0.3678 2.5358 4.8166 -0.001
C -5.3773 1.7380 -3.3399 -0.001
N 4.8191 -4.5886 2.4459 0.000
H -1.2961 2.7571 3.3515 -0.001
O -0.1303 0.4692 1.6798 -0.062
O 2.1374 -0.6065 0.5188 -0.013
Si 0.2923 0.7808 3.1891 0.018
C -4.1162 2.0539 -3.8815 0.000
C -2.9610 3.5245 1.0307 -0.007
H -2.6996 -1.0208 -1.3563 -0.015
H 0.4009 5.1716 1.9318 0.000
C 1.0236 -3.9390 0.8987 0.000
H 1.1079 -4.2761 -1.2531 0.000
C -1.7130 2.8329 -5.0277 0.000
C 4.1033 0.7779 -2.7174 0.004
C -2.9587 2.1346 -3.0385 0.005
H 3.5827 -4.3894 -1.4847 0.000
C 4.4320 2.3639 -0.8581 0.002
O 1.8330 1.8970 -0.3155 -0.011
H -1.7092 6.2019 2.6803 0.000
C 3.3073 -0.0864 -3.4099 -0.001
H 1.0873 -1.4924 3.9485 -0.001
H 1.6501 -4.1756 1.7619 0.000
C -3.9747 -2.0824 1.5920 0.000
H 4.5845 -3.6983 2.8626 0.000
C -4.3723 1.4880 -1.1947 -0.003
H -4.5022 -2.9191 2.0243 0.000
N 3.6285 1.4548 -1.6486 -0.001
C -5.5088 1.5089 -2.0034 -0.001
H 4.4542 -6.1992 -0.3144 0.000
C -4.0213 2.3102 -5.2632 0.000
O 2.8337 -2.0548 2.0295 0.002
Cr 0.4371 0.3354 -0.1105 3.208
C 4.4573 -4.8263 1.1881 0.000
C 1.9933 -1.6240 1.2357 0.007
H 0.1105 -2.3000 1.9419 -0.012

***

127
Properties=species:S:1:pos:R:3:mulliken_charge:R:1 method="wB97M-V/def2-TZVPD" gap_ha=0.2978 charge=0 homo_energy_ev=-8.739
H -3.2728 -2.9190 0.3505 0.079
H -6.4152 -4.7838 -1.4372 0.384
O -3.0282 0.4677 1.4312 -0.954
C -1.4117 -7.0821 -0.3938 -0.211
C -0.2049 2.5954 -3.2755 -0.738
H -1.0040 -0.7780 5.5536 0.090
C 1.8643 7.2207 -1.7736 -1.089
C 3.7332 -4.2791 -3.7307 -1.190
P 1.3617 4.7839 -2.8353 0.405
H 2.6123 0.8315 -2.4946 -1.195
O -8.1652 -2.4598 -0.2343 -0.543
C -0.3052 -2.0855 2.7768 -0.182
C 1.6447 -3.6667 -2.7118 -0.244
H 0.8850 1.4479 -0.1991 0.258
O 1.4362 5.2754 -4.2343 -0.883
H -3.8715 -1.4217 -0.3688 0.509
H -0.2718 0.8112 5.0302 0.237
N -7.8156 -3.5760 -0.5362 0.934
H 0.7969 2.2196 -3.4990 0.051
Br -2.4092 -5.6481 0.4085 0.108
H -3.4904 -1.1405 3.4276 0.387
Br -0.9984 -8.5601 0.7913 -0.001
N -1.3212 4.4334 3.2704 0.992
H 0.4330 -1.7117 2.0692 -0.504
N -5.6667 0.3717 -2.6328 0.938
H 4.5283 -1.2762 0.8868 0.372
H -3.1196 -2.8257 3.0935 0.165
C 3.4860 -1.2198 0.5583 -0.807
H -0.7500 1.8384 -2.7116 0.057
C -6.5054 -3.7210 -1.2050 -0.572
H -0.6242 -1.4440 -1.7813 0.210
H 1.2916 -3.0508 -3.5437 0.347
H 3.8934 3.8755 -0.8346 0.350
H 2.0895 7.3234 -2.8356 0.359
N 2.6406 3.7581 -2.5080 0.490
H -0.7365 2.8337 -4.2010 0.359
H -0.3648 -3.1568 2.5120 0.449
H -6.4426 -3.2712 -2.1930 0.279
H 1.1467 7.9968 -1.5056 0.320
O -6.6742 1.0196 -2.4218 -0.543
H 2.8597 -1.1955 1.4516 0.341
H 1.7935 -3.2145 1.1548 0.108
C 2.5762 -3.4795 0.4504 -0.889
H -3.4561 4.1689 3.0671 0.284
H 3.9754 -2.7219 6.0895 0.312
H -4.4953 2.0253 -2.8063 0.370
H 0.6383 4.4997 -0.1514 -0.427
O -1.6144 2.2519 6.4660 -0.572
N 2.0667 -1.8785 6.0852 0.907
N -0.3466 0.4353 1.1890 1.132
N -1.5960 -1.4523 2.6127 1.000
N 3.6915 -0.9615 -2.4072 0.610
H 4.2334 -5.1867 -3.3796 0.335
H -2.4726 -1.9721 4.5337 0.400
O -1.4611 4.7933 4.4086 -0.538
H 0.2898 -1.5619 -0.3048 0.041
C -4.3492 1.0282 -2.4036 -0.759
H 3.0902 -4.4832 -4.5805 0.420
C 4.7299 -0.4591 -3.3459 -1.228
C 3.0614 3.2629 -1.2090 -0.550
H 4.8827 0.5822 -3.0482 0.404
C 2.4595 -0.2490 -2.4957 1.427
H -1.3903 4.6324 -1.1300 0.177
O 0.9320 -2.3040 5.9615 -0.525
N -0.0024 3.8289 -2.5212 0.556
N 1.2997 5.8913 -1.5687 0.555
O -0.2887 4.3630 2.6221 -0.551
H -0.4619 -6.6849 -0.7220 0.152
H -1.1696 5.5042 -2.6973 0.485
H -2.3420 3.1270 2.0582 0.119
H -0.4287 0.6181 -0.9074 -0.324
H -0.6930 -2.9425 -0.7211 0.756
H 2.2572 -4.2471 -0.2501 0.362
H -2.1771 4.1163 -2.6573 0.408
O -5.6572 -0.7187 -3.1901 -0.538
H 2.3723 3.3881 -0.3745 -0.238
H 0.6882 0.3840 2.9791 0.130
N 3.0912 -3.5615 -2.6163 0.366
Br -2.4081 -7.6838 -1.9934 -0.024
C -2.5444 4.1074 2.4819 -0.615
H 1.8341 -0.4284 -1.6083 -0.718
P 3.9826 -2.4558 -1.7363 -0.071
H 4.3992 -0.5782 -4.3749 0.318
C -0.6558 -1.8528 -0.7683 -1.122
C 0.8933 5.5538 -0.2277 -0.529
O -8.4707 -4.5732 -0.3676 -0.548
H -5.6444 -3.4824 -0.5892 0.073
C -0.1680 1.2262 -0.0344 -0.913
H -4.1869 1.1020 -1.3262 0.266
C 3.5756 3.3308 -3.5400 -0.989
N 3.1407 -2.3426 -0.3123 0.580
H 3.3147 2.2049 -1.2704 0.393
H 0.0774 -2.1417 3.7988 -0.150
H 3.6974 2.2574 -3.6762 0.176
P -1.8359 -0.3706 1.2963 0.175
N -1.4908 1.0511 6.6088 0.983
C -1.2763 4.5312 -2.2077 -1.258
H 1.7672 -0.6017 -3.2724 0.286
C 3.0651 -2.7604 6.6911 -0.826
C -2.6975 -1.8907 3.4710 -1.301
H 0.5207 2.1057 2.1423 0.440
H 3.3527 -2.3852 7.6688 0.298
O 5.3984 -2.8610 -1.6261 -0.879
H 2.8011 7.3506 -1.2278 0.291
H 1.7306 5.5996 0.4857 0.393
H 2.7591 -3.7995 6.6674 0.336
O -1.6188 0.4644 7.6681 -0.610
H 4.4942 3.9234 -3.5256 0.356
H 1.3324 -4.7058 -2.8572 0.535
C 0.1379 1.1243 2.4013 -0.980
H 4.5995 -3.7079 -4.0844 0.326
C -3.0529 -2.1462 -0.3908 -1.384
H -2.9863 -2.5576 -1.3947 0.494
H 5.7165 -0.8832 -3.1730 0.401
H 3.1534 3.6774 -4.4926 0.306
H 3.4420 -3.8634 1.0003 0.377
H 0.1340 6.2405 0.1536 0.362
H -3.5828 0.3852 -2.8161 0.285
H -0.8469 2.0809 -0.1060 0.395
H -0.7611 1.3585 2.9859 -0.131
H -1.9083 0.4637 4.6400 0.259
O 2.3836 -0.7533 5.7631 -0.518
H 3.3128 -0.2568 0.0752 -0.055
H 1.1985 -3.4233 -1.7471 -0.641
C -1.1468 0.2802 5.3958 -0.385
N -1.8441 -1.4073 -0.0362 0.757
H -2.6487 4.8408 1.6842 0.298

***

Calculated max |F| (Eh/bohr), listed in the same order as above: 0.0466, 0.0671, 0.0047, 0.0527, 0.0551